# 1
DFT (ωB97M-V with the def2-TZVPD basis set) results for C9H13BeNO6P2S2 as an isolated structure in a non-equilibrium geometry.

```
34
C9H13BeNO6P2S2, DFT ωB97M-V with the def2-TZVPD basis set
S -1.90305 3.40424 0.22753
S 0.13370 -0.39183 -2.67103
P 1.56158 2.51824 -0.10993
P -1.10598 2.88563 -1.49192
O 2.81563 2.56968 -0.88939
O 0.82785 0.95865 -2.18816
O -0.41332 4.18101 -2.12491
O -2.28967 2.33663 -2.43391
O -1.06827 -0.23627 -3.40550
O 1.17265 -1.10762 -3.46203
N -1.19983 -1.35047 1.68769
C -1.38815 -2.04528 2.81497
C 1.06909 -2.30777 1.80970
C 0.82360 -3.02858 3.00008
C -0.44405 0.59526 -0.03736
C -0.46670 -2.84931 3.50994
C 0.18323 1.59676 -1.05716
C 0.39116 -0.73517 -0.01648
C 0.05270 -1.52168 1.26094
C -0.05099 -1.53292 -1.28922
Be 2.40238 -1.66789 -1.60536
H -0.76224 -3.32782 4.43839
H -1.12514 -1.74894 -1.20996
H -0.35727 1.04614 0.95408
H 0.55921 -2.44530 -1.46605
H 1.49767 -0.46949 -0.06798
H 1.57434 -3.64177 3.48519
H 2.04757 -2.36210 1.32686
H -1.50096 0.41724 -0.26633
H -2.86735 1.83246 -1.83760
H 1.01807 3.74664 0.31270
H -2.39098 -1.96975 3.23988
H -0.56595 4.91157 -1.50162
H 1.76947 1.73982 1.06395
```

Computed properties:
Electronic energy = -63945.7115 eV
LUMO level = -0.47110 Ha
Largest force on an atom = 0.065 hartree/bohr
Molecular weight = 366.30 g/mol
Charge = +2
E_HOMO = -15.3167 eV

# 2
DFT (ωB97M-V with the def2-TZVPD basis set) results for C9H13ClO2 in the gas phase in a non-equilibrium geometry.

```
25
C9H13ClO2, DFT ωB97M-V with the def2-TZVPD basis set
Cl 1.84930 2.21488 2.12248
O -1.34299 -1.55758 3.10563
O 1.82053 -1.03896 -0.17596
C -0.40167 -0.82133 -2.15342
C 0.94708 0.81544 1.87742
C -1.44060 0.80947 -0.45256
C 0.72667 1.41042 -1.51035
C -0.50493 -1.02296 2.42234
C 0.25686 0.14582 2.78559
C -0.14601 0.19435 -1.00932
C 0.58033 -0.58575 0.08884
C -0.21237 -1.47490 0.98566
H -1.96457 -0.01976 0.06908
H 0.42223 -1.49979 -2.10368
H 0.98437 1.94953 -0.50755
H 0.06335 1.95781 -2.25773
H 0.16022 0.60918 3.81595
H -1.14284 -1.73552 0.54838
H -1.26859 -1.35385 -2.00037
H 0.36113 -2.37949 1.15683
H 1.66768 1.13762 -1.93978
H 2.23534 -0.37303 -0.83781
H -1.11039 1.60934 0.31568
H -0.55308 -0.10109 -3.00386
H -1.98705 1.11015 -1.34150
```

Computed properties:
Electronic energy = -26157.9551 eV
LUMO level = 0.01632 Ha
Largest force on an atom = 0.073 hartree/bohr
Molecular weight = 188.65 g/mol
E_HOMO = -8.5854 eV

# 3
DFT (ωB97M-V with the def2-TZVPD basis set) results for C9H13FN2 in the gas phase in a non-equilibrium geometry.

```
25
C9H13FN2, DFT ωB97M-V with the def2-TZVPD basis set
F 1.13631 -1.97592 1.50500
N -2.34819 1.29648 -2.30990
N -1.44630 0.18037 -0.46787
C -0.14417 -1.74136 1.92971
C -0.46189 -2.15651 3.43140
C 0.17262 1.31524 -2.00517
C 1.04957 0.35587 -0.00293
C 1.33004 1.07799 -1.22547
C -0.25429 0.00832 0.26295
C 2.43210 1.57809 -2.00760
C -1.10477 0.85703 -1.56968
C -0.55850 -0.34461 1.71544
H -3.22085 1.65027 -1.62925
H 3.53817 1.04314 -1.67673
H -1.66370 -2.17365 3.16482
H 2.95012 2.61307 -1.91182
H 0.08691 0.31747 2.28185
H -1.58114 0.27727 1.99077
H 0.02439 -3.12237 3.45522
H -2.20075 1.98603 -3.01881
H 0.36142 1.43180 -3.19951
H -0.24749 -1.45404 4.32992
H -0.78490 -2.48652 1.25233
H 2.45511 1.37661 -3.11064
H 1.85310 0.28591 0.79932
```

Computed properties:
Electronic energy = -15237.3181 eV
LUMO level = 0.02410 Ha
Largest force on an atom = 0.164 hartree/bohr
Molecular weight = 168.21 g/mol
E_HOMO = -8.4162 eV

# 4
DFT (ωB97M-V with the def2-TZVPD basis set) results for C9H13FNSe2SiTcTe2 as an isolated structure in a non-equilibrium geometry.

```
30
C9H13FNSe2SiTcTe2, DFT ωB97M-V with the def2-TZVPD basis set
Te 1.65196 -4.84885 -4.32175
Te 3.16412 -2.64615 -4.60086
Tc 0.48290 -1.87252 -1.51839
Se 2.26598 -1.09356 -2.84593
Se 0.22248 -4.08786 -2.48640
Si 0.89313 1.31723 -0.16813
F -1.12388 -2.67444 -0.35592
N 0.12006 -0.32630 -0.30228
C -2.43738 -0.00382 2.43507
C 2.28432 1.63142 -1.38833
C -2.62094 -2.16162 1.42637
C -1.59460 -1.77672 0.61153
C -1.40025 0.33475 1.58373
C -3.05690 -1.24318 2.37056
C 1.69382 1.47146 1.53420
C -0.40548 2.62942 -0.56144
C -0.92309 -0.55966 0.61195
H -1.14704 2.79216 0.21964
H -2.76896 0.72025 3.16731
H -3.86566 -1.49793 3.03973
H 1.96097 1.60477 -2.42986
H -3.06128 -3.14436 1.32424
H -0.95358 1.31145 1.67649
H 0.11900 3.57483 -0.71780
H 2.64900 2.64275 -1.19482
H 2.31099 0.60074 1.76345
H 2.35134 2.34351 1.51065
H -0.94123 2.39454 -1.48308
H 3.13308 0.95822 -1.25999
H 0.99712 1.60947 2.36006
```

Computed properties:
Electronic energy = -169100.7510 eV
LUMO level (alpha / beta) = -0.21236 / -0.21273 Ha
Largest force on an atom = 0.030 hartree/bohr
Molecular weight = 693.41 g/mol
Charge = +1
E_HOMO (alpha / beta) = -11.4191 / -11.3248 eV
<S²> = 1.17
Spin multiplicity = 2

# 5
DFT (ωB97M-V with the def2-TZVPD basis set) results for an isolated ion of composition C9H13N2 and charge +1 in a non-equilibrium geometry.

```
24
C9H13N2, DFT ωB97M-V with the def2-TZVPD basis set
N -1.01676 -1.93209 0.59550
N 1.23211 0.96599 -2.58054
C 0.21401 -2.44098 0.07385
C 0.32580 1.03550 -0.22994
C 0.83305 2.72864 1.35473
C -0.29659 2.34753 2.12845
C -0.82183 1.12719 1.82585
C 0.55716 0.42652 -1.57477
C -0.65196 0.54713 0.64072
C -1.43420 -0.63564 0.21367
C 0.99793 2.24701 0.15478
H 1.80123 1.75100 -2.36066
H -1.65240 0.77597 2.37873
H 1.14292 -2.00464 0.41332
H 0.31545 -2.46308 -1.00588
H 0.19501 -0.64745 -1.81127
H -0.48414 2.82448 3.03317
H -0.80386 -1.90232 1.65798
H -1.76849 -0.55790 -0.81856
H 1.19606 0.53160 -3.45356
H 0.22895 -3.47497 0.44767
H 1.51697 2.75347 -0.63228
H -2.39015 -0.56812 0.60996
H 1.25885 3.67832 1.76574
```

Computed properties:
Electronic energy = -12515.3906 eV
LUMO level = -0.19482 Ha
Largest force on an atom = 0.120 hartree/bohr
Molecular weight = 149.22 g/mol
Charge = +1
E_HOMO = -12.4822 eV

# 6
DFT (ωB97M-V with the def2-TZVPD basis set) results for an isolated ion of composition C9H13N2 and charge +1 in a non-equilibrium geometry.

```
24
C9H13N2, DFT ωB97M-V with the def2-TZVPD basis set
N 2.22050 -0.54803 0.65412
N 3.16927 0.06621 1.32321
C -1.51124 -1.08805 0.16778
C 0.29682 1.19148 0.39191
C 0.00284 -1.33117 0.22282
C 4.12993 0.34340 0.58073
C -1.15772 1.22345 0.61730
C 4.12355 0.00279 -0.93282
C 2.91349 -0.32443 -1.19577
C 0.86137 -0.32879 0.93270
C -1.95544 0.25932 -0.32650
H 4.99736 0.14463 -1.51933
H -1.57229 2.21893 0.40454
H -1.55280 0.45817 -1.32139
H -1.42057 1.13405 1.66877
H -1.92797 -1.81642 -0.53560
H 0.52234 1.26113 -0.64950
H 0.89922 1.93068 0.78146
H 0.21971 -1.56467 -0.78509
H 2.31390 -0.68612 -2.06608
H 0.75617 -0.33021 1.94576
H 0.15300 -2.30194 0.60791
H -3.08009 0.42442 -0.22114
H -1.96605 -1.24559 1.10658
```

Computed properties:
Electronic energy = -12509.4535 eV
LUMO level (alpha / beta) = -0.16487 / -0.27483 Ha
Largest force on an atom = 0.085 hartree/bohr
Molecular weight = 149.22 g/mol
Charge = +1
E_HOMO (alpha / beta) = -13.8626 / -14.1341 eV
<S²> = 2.03
Spin multiplicity = 3

# 7
DFT (ωB97M-V with the def2-TZVPD basis set) results for C9H13N2OP in the gas phase in a non-equilibrium geometry.

```
26
C9H13N2OP, DFT ωB97M-V with the def2-TZVPD basis set
P 1.27774 0.39087 -0.17802
O -0.22194 1.02900 -0.14688
N 1.55721 -0.30324 1.29250
N 1.34421 -0.57716 -1.38859
C -1.54831 0.50468 0.03077
C 2.67145 -0.48210 1.87712
C -1.63570 -0.85662 0.08283
C -2.67802 1.30161 0.13302
C -3.90543 0.69697 0.09231
C -4.06965 -0.67744 0.03180
C 2.56640 -1.30415 -1.66167
C 2.18312 2.01422 0.00329
C -2.92630 -1.45499 0.12409
H 3.41579 -0.56853 -1.85643
H -2.99640 -2.43596 0.47066
H 2.95542 -1.35949 2.47194
H 2.77431 -2.05530 -0.90920
H 3.28399 1.74572 0.25968
H -2.67818 2.36612 0.28527
H 1.56607 2.37303 0.82010
H 2.20553 -1.89164 -2.54726
H 2.34183 2.67567 -0.86239
H -0.86493 -1.53618 -0.20037
H -5.14033 -1.02663 0.02395
H 3.39885 0.29863 1.74652
H -4.87676 1.13292 0.00498
```

Computed properties:
Electronic energy = -23858.1154 eV
LUMO level = 0.00924 Ha
Largest force on an atom = 0.058 hartree/bohr
Molecular weight = 196.19 g/mol
E_HOMO = -8.4689 eV

# 8
DFT (ωB97M-V with the def2-TZVPD basis set) results for an isolated ion of composition C9H13N2S2 and charge +1 in a non-equilibrium geometry.

```
26
C9H13N2S2, DFT ωB97M-V with the def2-TZVPD basis set
S -1.88151 0.48448 0.80317
S 1.53802 1.51338 -2.77664
N 0.05955 -1.47541 0.07866
N 0.45545 -0.83447 -2.02963
C 0.11068 -1.79132 -1.18919
C -0.02441 0.08529 0.64622
C 0.71779 0.44723 -1.65917
C 1.42023 2.78574 -1.64482
C -0.16047 -3.16960 -1.78275
C 0.90205 2.30915 -0.45966
C 0.71686 0.16513 2.00406
C -2.32256 1.15776 2.48502
C 0.50552 0.97039 -0.42982
H -2.03654 2.23858 2.54432
H 1.74769 0.14502 1.91177
H -1.84825 0.59629 3.24213
H 1.77877 3.76967 -1.68423
H 0.51200 3.04420 0.26054
H -0.56960 -3.92415 -1.17822
H -3.42366 1.06367 2.52642
H 0.79983 -1.16947 -2.94007
H 0.09511 -2.22342 0.81434
H 0.82697 -3.43878 -2.04251
H -0.77944 -3.10334 -2.70451
H 0.47803 1.06728 2.55630
H 0.38189 -0.71332 2.64827
```

Computed properties:
Electronic energy = -34187.3983 eV
LUMO level = -0.12133 Ha
Largest force on an atom = 0.060 hartree/bohr
Molecular weight = 213.35 g/mol
Charge = +1
E_HOMO = -12.0286 eV

# 9
DFT (ωB97M-V with the def2-TZVPD basis set) results for an isolated ion of composition C9H13N3 and charge +2 in a non-equilibrium geometry.

```
25
C9H13N3, DFT ωB97M-V with the def2-TZVPD basis set
N 2.56836 -0.34944 -0.21749
N 3.10252 1.96427 0.12951
N 1.93037 -2.54310 0.06466
C 2.29598 1.00484 -0.05172
C -1.73973 2.16545 -0.48919
C -2.20305 -1.42886 -0.10483
C -0.94679 -1.79525 -0.38818
C -1.42866 1.01932 0.47764
C 0.17801 -0.91295 -0.02336
C -0.29839 0.30060 0.17479
C -2.63043 -0.13728 0.41068
C 1.64698 -1.26599 -0.03329
H 2.67816 2.91617 0.37943
H -2.87612 -2.25726 -0.31779
H 2.86071 -2.71552 -0.10480
H 4.07162 1.77427 0.16125
H 3.57700 -0.62617 -0.11733
H -3.63052 0.34021 0.04185
H -2.83793 -0.37045 1.46831
H 1.26054 -3.29707 0.04922
H -2.31337 3.00501 -0.01241
H -0.73345 -2.74072 -0.77703
H -0.74083 2.47334 -0.90611
H -2.45352 1.94370 -1.31865
H -1.33747 1.53286 1.50486
```

Computed properties:
Electronic energy = -13992.2608 eV
LUMO level = -0.33575 Ha
Largest force on an atom = 0.096 hartree/bohr
Molecular weight = 163.22 g/mol
Charge = +2
E_HOMO = -16.4222 eV

# 10
DFT (ωB97M-V with the def2-TZVPD basis set) results for a 2-piece molecular cluster, C9H13NO overall in a non-equilibrium geometry.

```
24
C9H13NO, DFT ωB97M-V with the def2-TZVPD basis set
O 0.43015 -2.92541 -2.05592
N -1.61593 -2.22993 -1.31403
C 2.23265 1.75691 0.89141
C -0.14776 1.56356 1.78874
C -2.20167 1.82702 0.31632
C -0.61517 1.79006 0.52677
C -0.36066 -2.78654 -1.11949
C 0.26206 2.00798 -0.53889
C 1.36112 1.60712 1.92345
C -0.01626 -3.25190 0.25172
C 1.63093 1.98846 -0.35409
H -0.92984 1.38206 2.54716
H 3.35134 1.79196 1.15159
H -2.44517 0.85197 -0.25388
H -2.69129 2.10032 1.28180
H -0.84012 -3.60357 0.88246
H -2.57514 2.71390 -0.31464
H 0.46690 -4.15577 -0.07204
H -1.91283 -1.69924 -2.09617
H -0.08771 2.03079 -1.54401
H 2.34278 2.22504 -1.15908
H 1.63278 1.24439 2.95221
H -2.15435 -2.17748 -0.50385
H 0.84145 -2.70749 0.65846
```

Computed properties:
Electronic energy = -13080.4322 eV
LUMO level = 0.02496 Ha
Largest force on an atom = 0.105 hartree/bohr
Molecular weight = 151.21 g/mol
E_HOMO = -9.1648 eV

# 11
DFT (ωB97M-V with the def2-TZVPD basis set) results for C9H13NO in the gas phase in a non-equilibrium geometry.

```
24
C9H13NO, DFT ωB97M-V with the def2-TZVPD basis set
O -0.20211 -1.05662 -3.84351
N 0.78527 0.43405 0.24614
C -0.51248 -1.40863 -0.07212
C 1.22761 0.62651 -0.96308
C -1.12686 -1.57783 -1.60154
C -0.60905 0.00509 2.12672
C 0.78412 0.18398 -2.18757
C -0.29785 1.44239 2.17058
C -0.27237 -0.62608 -2.68180
C -0.49952 -0.03677 0.50956
C 1.11434 1.38593 1.35322
H -1.31360 0.62363 -0.04919
H 2.01884 0.98234 1.54758
H 1.63104 0.06492 -3.15037
H -1.18385 -2.01470 0.49817
H 2.06801 1.31131 -1.09498
H -1.55483 -0.39620 2.66665
H 0.43466 -0.42070 2.57653
H -2.25001 -1.59666 -1.79959
H -0.80313 -2.65403 -2.10755
H -0.17887 1.89413 3.29496
H 0.65769 -1.80270 0.08003
H -1.01886 2.10329 1.34745
H 1.10181 2.53335 1.13374
```

Computed properties:
Electronic energy = -13075.4477 eV
LUMO level = 0.02103 Ha
Largest force on an atom = 0.122 hartree/bohr
Molecular weight = 151.21 g/mol
E_HOMO = -8.2592 eV

# 12
DFT (ωB97M-V with the def2-TZVPD basis set) results for a 2-piece molecular cluster, C9H13NO overall in a non-equilibrium geometry.

```
24
C9H13NO, DFT ωB97M-V with the def2-TZVPD basis set
O -3.83896 0.78842 -0.57026
N -1.64089 1.39176 -0.50914
C 1.86371 -1.55578 -0.97974
C 2.23160 0.69618 -0.16046
C -2.17479 -0.94569 -0.50669
C 1.29396 -1.91973 0.25742
C 1.52226 0.37924 0.98926
C 2.39547 -0.28952 -1.12481
C 1.00536 1.45928 1.89760
C -2.67317 0.47515 -0.56827
C 1.12678 -0.94886 1.21791
H 0.53663 -1.10525 2.11449
H 2.50345 1.72246 -0.34443
H 1.65005 2.32783 2.05506
H 2.86814 -0.08557 -2.07490
H -0.71734 1.01231 -0.61219
H -1.89951 -1.12696 0.53911
H -2.82913 -1.75033 -0.81465
H 0.73948 0.97644 2.82946
H 1.85279 -2.22290 -1.82553
H -1.20752 -0.99237 -1.00715
H -1.77657 2.26749 -0.98879
H 0.13259 1.96126 1.55715
H 0.97239 -2.95393 0.24576
```

Computed properties:
Electronic energy = -13081.6561 eV
LUMO level = 0.02842 Ha
Largest force on an atom = 0.038 hartree/bohr
Molecular weight = 151.21 g/mol
E_HOMO = -9.3403 eV

Question: What is the electronic energy in the tenth record?
Answer: -13080.4322 eV